Here is a cluster of 13 separate species, H26O13 in total at a distorted geometry from OMol25. Energies are from wB97M-V/def2-TZVPD.

The energy comes out at -993.6729 a.u. The total charge is 0. Its LUMO energy is -1.3 eV. Its relative energy (zero: lowest compared OMol25 entry of this formula, charge and spin) is 63.0 kcal/mol. As for the spin multiplicity: 1.

Last columns: bonded neighbours and bond lengths (Å).
Cartesian coordinates (Å):
1 O 2.49 -1.62 1.97  H30 0.933, H37 0.935
2 O -0.85 0.74 -2.76  H17 0.940, H23 0.950
3 O -2.75 1.92 -1.45  H20 0.961, H24 0.962
4 O 0.41 -1.38 3.91  H15 0.974, H22 0.935
5 O 0.51 -1.66 -2.66  H18 0.987, H36 1.010
6 O -2.10 -0.50 2.65  H14 0.962, H27 0.946
7 O 0.50 -2.99 0.44  H31 0.968, H32 0.955
8 O 0.06 2.68 -0.50  H26 0.968, H38 0.946
9 O 2.45 1.82 0.78  H25 0.927, H39 0.968
10 O -2.52 -0.91 -1.11  H29 0.953, H34 0.988
11 O -2.71 2.88 1.11  H28 0.990, H33 0.961
12 O 1.98 -0.38 -1.11  H19 1.003, H35 0.973
13 O -0.17 0.19 0.63  H16 0.949, H21 0.963
14 H -1.51 -0.36 1.90  O6 0.962
15 H 0.80 -1.47 3.03  O4 0.974
16 H 0.50 -0.41 0.31  O13 0.949
17 H -0.41 -0.08 -2.62  O2 0.940
18 H 1.03 -1.94 -3.45  O5 0.987
19 H 2.46 -1.19 -0.77  O12 1.003
20 H -2.06 1.42 -1.90  O3 0.961
21 H -0.20 0.96 0.07  O13 0.963
22 H -0.41 -0.93 3.83  O4 0.935
23 H -0.13 1.21 -3.16  O2 0.950
24 H -3.50 1.88 -2.05  O3 0.962
25 H 2.36 1.65 1.69  O9 0.927
26 H 0.88 2.67 0.03  O8 0.968
27 H -2.93 -0.80 2.31  O6 0.946
28 H -1.73 2.79 1.22  O11 0.990
29 H -2.27 -1.80 -1.36  O10 0.953
30 H 2.94 -2.11 2.61  O1 0.933
31 H 0.75 -3.64 -0.23  O7 0.968
32 H 1.28 -2.54 0.76  O7 0.955
33 H -2.74 2.68 0.17  O11 0.961
34 H -1.70 -0.59 -0.67  O10 0.988
35 H 2.36 0.01 -1.91  O12 0.973
36 H 1.18 -1.04 -2.22  O5 1.010
37 H 3.17 -1.15 1.53  O1 0.935
38 H 0.20 3.05 -1.36  O8 0.946
39 H 2.39 0.97 0.33  O9 0.968